# 1
{"formula": "C36H54O27", "method": "ωB97M-V/def2-TZVPD", "elements": ["C", "C", "C", "O", "C", "O", "O", "H", "H", "H", "H", "H", "H", "C", "C", "C", "O", "C", "O", "O", "H", "H", "H", "H", "H", "H", "C", "C", "C", "O", "C", "O", "O", "H", "H", "H", "H", "H", "H", "C", "C", "C", "O", "C", "O", "O", "H", "H", "H", "H", "H", "H", "C", "C", "C", "O", "C", "O", "O", "H", "H", "H", "H", "H", "H", "C", "C", "C", "O", "C", "O", "O", "H", "H", "H", "H", "H", "H", "C", "C", "C", "O", "C", "O", "O", "H", "H", "H", "H", "H", "H", "C", "C", "C", "O", "C", "O", "O", "H", "H", "H", "H", "H", "H", "C", "C", "C", "O", "C", "O", "O", "H", "H", "H", "H", "H", "H"], "xyz": [[0.882, 1.272, -3.454], [1.470, 2.450, -2.743], [2.818, 2.304, -1.938], [3.520, 3.470, -2.270], [2.949, 4.104, -3.330], [3.354, 5.154, -3.733], [1.784, 3.538, -3.626], [-0.135, 1.447, -3.815], [0.741, 0.446, -2.751], [1.449, 0.908, -4.313], [0.756, 2.805, -1.999], [3.252, 1.374, -2.328], [2.713, 2.199, -0.863], [-0.142, 1.229, 3.973], [-0.535, 2.548, 4.617], [-0.047, 3.742, 3.768], [-1.188, 4.633, 3.742], [-2.293, 3.884, 4.040], [-3.391, 4.323, 3.906], [-1.956, 2.665, 4.406], [-0.497, 0.308, 4.435], [0.915, 1.045, 3.754], [-0.563, 1.260, 2.964], [-0.363, 2.684, 5.683], [0.221, 3.574, 2.723], [0.733, 4.339, 4.243], [-0.911, -3.054, 1.913], [-1.004, -2.127, 0.691], [0.159, -1.160, 0.521], [0.515, -1.316, -0.837], [-0.170, -2.312, -1.435], [0.106, -2.774, -2.499], [-0.941, -2.924, -0.508], [0.034, -3.594, 1.952], [-1.802, -3.661, 2.032], [-0.821, -2.356, 2.754], [-2.010, -1.704, 0.692], [1.087, -1.335, 1.069], [-0.249, -0.177, 0.771], [5.506, 1.678, 4.622], [4.080, 1.539, 4.144], [3.633, 2.717, 3.263], [3.387, 2.151, 1.980], [3.628, 0.826, 2.010], [3.653, 0.115, 1.056], [3.983, 0.419, 3.242], [5.575, 2.330, 5.499], [6.118, 2.227, 3.903], [5.983, 0.743, 4.906], [3.379, 1.359, 4.959], [4.340, 3.540, 3.177], [2.634, 3.065, 3.553], [3.823, -1.943, -2.878], [4.492, -2.780, -3.954], [5.976, -2.577, -4.191], [6.505, -3.925, -4.276], [5.587, -4.791, -3.796], [5.738, -5.972, -3.735], [4.458, -4.151, -3.515], [4.021, -0.885, -3.075], [4.134, -2.146, -1.855], [2.738, -2.045, -2.927], [3.915, -2.773, -4.879], [6.499, -1.987, -3.438], [6.236, -2.139, -5.153], [2.215, -2.832, 6.318], [1.575, -3.833, 5.390], [1.479, -5.278, 5.954], [0.110, -5.626, 5.872], [-0.662, -4.522, 5.650], [-1.844, -4.472, 5.557], [0.162, -3.494, 5.401], [3.292, -2.999, 6.414], [1.883, -2.860, 7.356], [1.991, -1.857, 5.885], [1.810, -3.707, 4.334], [1.847, -5.242, 6.979], [2.037, -5.988, 5.348], [-4.028, -0.367, -1.882], [-4.972, 0.807, -1.674], [-6.455, 0.555, -1.503], [-6.805, 1.470, -0.451], [-5.719, 1.983, 0.128], [-5.723, 2.792, 0.996], [-4.615, 1.467, -0.484], [-3.033, -0.165, -2.269], [-4.536, -1.089, -2.530], [-3.911, -0.919, -0.946], [-4.876, 1.501, -2.522], [-6.832, -0.402, -1.133], [-6.962, 0.742, -2.448], [-2.868, 5.947, 0.676], [-3.014, 4.610, -0.037], [-2.378, 4.589, -1.468], [-1.121, 3.956, -1.196], [-1.215, 3.250, -0.081], [-0.479, 2.360, 0.240], [-2.355, 3.537, 0.592], [-1.930, 6.424, 0.378], [-2.848, 5.817, 1.757], [-3.682, 6.618, 0.409], [-4.042, 4.363, -0.304], [-2.267, 5.589, -1.874], [-2.944, 3.917, -2.114], [-2.420, -2.462, -5.017], [-3.210, -3.499, -5.781], [-4.776, -3.412, -5.652], [-5.150, -3.318, -7.004], [-4.096, -3.327, -7.842], [-4.194, -3.143, -9.008], [-2.925, -3.429, -7.173], [-2.892, -2.141, -4.091], [-2.218, -1.603, -5.662], [-1.415, -2.800, -4.758], [-3.103, -4.499, -5.354], [-5.131, -2.542, -5.089], [-5.213, -4.273, -5.142]], "smiles": "C[C@H]1COC(=O)O1.C[C@H]1COC(=O)O1.C[C@H]1COC(=O)O1.C[C@H]1COC(=O)O1.C[C@H]1COC(=O)O1.C[C@H]1COC(=O)O1.C[C@H]1COC(=O)O1.C[C@H]1COC(=O)O1.C[C@H]1COC(=O)O1"}



# 2
{"formula": "C36H54O27", "method": "ωB97M-V/def2-TZVPD", "elements": ["C", "C", "C", "O", "C", "O", "O", "H", "H", "H", "H", "H", "H", "C", "C", "C", "O", "C", "O", "O", "H", "H", "H", "H", "H", "H", "C", "C", "C", "O", "C", "O", "O", "H", "H", "H", "H", "H", "H", "C", "C", "C", "O", "C", "O", "O", "H", "H", "H", "H", "H", "H", "C", "C", "C", "O", "C", "O", "O", "H", "H", "H", "H", "H", "H", "C", "C", "C", "O", "C", "O", "O", "H", "H", "H", "H", "H", "H", "C", "C", "C", "O", "C", "O", "O", "H", "H", "H", "H", "H", "H", "C", "C", "C", "O", "C", "O", "O", "H", "H", "H", "H", "H", "H", "C", "C", "C", "O", "C", "O", "O", "H", "H", "H", "H", "H", "H"], "xyz": [[5.526, 6.543, -10.939], [5.805, 5.687, -9.779], [6.235, 6.360, -8.486], [5.588, 5.661, -7.526], [4.589, 5.044, -8.092], [3.733, 4.535, -7.450], [4.577, 5.068, -9.461], [4.529, 6.979, -10.997], [5.397, 5.887, -11.800], [6.323, 7.258, -11.143], [6.599, 4.966, -9.972], [5.981, 7.408, -8.645], [7.325, 6.328, -8.483], [1.693, -6.668, 3.784], [0.875, -5.656, 4.690], [0.687, -5.945, 6.165], [1.501, -4.959, 6.708], [1.839, -3.973, 5.850], [2.427, -2.945, 6.173], [1.390, -4.350, 4.581], [2.775, -6.559, 3.856], [1.394, -6.492, 2.751], [1.370, -7.693, 3.963], [-0.035, -5.497, 4.111], [0.886, -6.918, 6.614], [-0.387, -5.823, 6.307], [-3.128, 3.518, 9.745], [-4.459, 2.863, 9.406], [-4.780, 1.488, 10.162], [-6.153, 1.623, 10.414], [-6.494, 2.829, 10.247], [-7.660, 3.171, 10.415], [-5.519, 3.583, 9.873], [-2.335, 2.895, 9.331], [-2.891, 3.509, 10.809], [-2.929, 4.487, 9.287], [-4.594, 2.737, 8.331], [-4.216, 1.274, 11.070], [-4.733, 0.585, 9.553], [8.697, -2.003, -5.986], [8.486, -1.457, -4.532], [7.498, -0.334, -4.380], [6.460, -0.823, -3.554], [6.568, -2.026, -3.323], [5.864, -2.737, -2.615], [7.753, -2.475, -3.804], [7.717, -2.271, -6.380], [9.324, -2.876, -6.169], [9.092, -1.321, -6.739], [9.402, -1.212, -3.994], [7.141, -0.143, -5.392], [8.061, 0.536, -4.044], [6.437, 5.674, -0.403], [6.330, 5.697, 1.138], [7.145, 4.572, 1.762], [7.637, 5.254, 2.913], [7.617, 6.559, 2.700], [8.076, 7.500, 3.462], [6.941, 6.822, 1.628], [5.820, 6.442, -0.871], [6.141, 4.700, -0.793], [7.453, 5.967, -0.668], [5.247, 5.608, 1.222], [7.855, 4.219, 1.014], [6.497, 3.787, 2.151], [-0.059, 0.255, -1.190], [0.141, -0.196, 0.336], [0.844, 0.815, 1.242], [-0.188, 1.011, 2.194], [-1.222, 0.155, 2.040], [-2.168, 0.033, 2.796], [-1.067, -0.615, 0.949], [-0.738, 1.092, -1.358], [-0.473, -0.661, -1.612], [0.815, 0.601, -1.742], [0.725, -1.105, 0.185], [1.131, 1.727, 0.719], [1.676, 0.289, 1.712], [-8.742, 0.472, 5.480], [-10.276, 0.699, 5.556], [-11.038, 0.306, 6.783], [-11.754, 1.473, 7.011], [-11.370, 2.530, 6.324], [-11.841, 3.582, 6.558], [-10.380, 2.141, 5.463], [-8.534, -0.502, 5.036], [-8.378, 0.686, 6.484], [-8.308, 1.182, 4.776], [-10.660, 0.143, 4.701], [-10.433, 0.025, 7.646], [-11.827, -0.432, 6.637], [-5.317, -4.279, -1.613], [-6.797, -4.301, -1.065], [-6.890, -3.760, 0.306], [-8.125, -3.075, 0.261], [-8.348, -2.727, -1.010], [-9.173, -1.797, -1.332], [-7.630, -3.544, -1.838], [-4.911, -5.130, -1.066], [-4.809, -3.315, -1.632], [-5.371, -4.615, -2.649], [-7.299, -5.268, -1.059], [-6.019, -3.220, 0.675], [-6.964, -4.695, 0.861], [1.426, -3.549, -7.285], [0.616, -4.818, -7.472], [-0.816, -4.632, -6.982], [-1.597, -5.330, -7.991], [-0.769, -5.285, -9.126], [-1.229, -5.603, -10.239], [0.524, -5.139, -8.883], [2.320, -3.402, -7.892], [1.490, -3.217, -6.249], [0.748, -2.730, -7.525], [1.000, -5.680, -6.927], [-1.171, -3.686, -6.570], [-0.755, -5.380, -6.192]], "smiles": "C[C@H]1COC(=O)O1.C[C@H]1COC(=O)O1.C[C@H]1COC(=O)O1.C[C@H]1COC(=O)O1.C[C@H]1COC(=O)O1.C[C@H]1COC(=O)O1.C[C@H]1COC(=O)O1.C[C@H]1COC(=O)O1.C[C@H]1COC(=O)O1"}



# 3
{"formula": "C36H55N12O3S3SbTl", "method": "ωB97M-V/def2-TZVPD", "elements": ["Tl", "N", "C", "C", "C", "C", "C", "C", "S", "O", "O", "N", "C", "N", "C", "C", "C", "N", "H", "H", "H", "H", "H", "H", "H", "H", "H", "S", "C", "C", "C", "C", "C", "N", "H", "H", "H", "H", "C", "S", "O", "C", "C", "C", "C", "C", "C", "H", "H", "H", "H", "H", "H", "H", "H", "C", "Sb", "C", "C", "H", "H", "H", "H", "H", "H", "H", "H", "H", "C", "N", "C", "N", "C", "N", "C", "N", "C", "C", "H", "H", "H", "H", "H", "H", "H", "H", "H", "H", "H", "H", "C", "N", "C", "C", "N", "N", "C", "C", "H", "H", "H", "H", "H", "H", "H", "H", "H", "H", "H", "H", "H"], "xyz": [[-13.315, 0.759, 16.651], [-19.762, -4.765, 15.437], [-18.458, -4.516, 15.762], [-17.831, -5.161, 16.867], [-16.557, -4.768, 17.236], [-15.906, -3.878, 16.409], [-16.495, -3.265, 15.291], [-17.797, -3.567, 14.991], [-14.411, -3.115, 16.876], [-13.771, -3.862, 17.925], [-13.655, -3.016, 15.630], [-14.644, -1.584, 17.273], [-15.029, -1.260, 18.508], [-15.750, -2.097, 19.218], [-16.202, -1.617, 20.364], [-15.964, -0.288, 20.839], [-15.209, 0.493, 19.996], [-14.803, 0.027, 18.840], [-20.091, -5.712, 15.678], [-20.021, -4.539, 14.483], [-18.345, -5.903, 17.418], [-16.007, -5.064, 18.181], [-15.911, -2.592, 14.625], [-18.273, -3.287, 14.083], [-16.759, -2.331, 20.989], [-16.278, 0.081, 21.813], [-15.008, 1.474, 20.273], [-11.925, 2.167, 19.084], [-11.275, 3.264, 17.922], [-10.852, 4.555, 18.231], [-10.548, 5.489, 17.272], [-10.569, 5.121, 15.916], [-11.053, 3.820, 15.710], [-11.194, 2.872, 16.599], [-10.872, 4.859, 19.278], [-10.349, 6.537, 17.557], [-10.333, 5.791, 15.104], [-11.146, 3.439, 14.708], [-16.916, 2.577, 11.238], [-16.917, 2.098, 13.008], [-17.950, 1.003, 13.128], [-15.292, 1.291, 13.096], [-15.303, -0.070, 13.336], [-14.087, -0.770, 13.367], [-12.906, -0.108, 13.053], [-12.868, 1.272, 13.036], [-14.065, 1.990, 12.999], [-17.883, 2.980, 10.991], [-16.822, 1.603, 10.720], [-15.998, 3.127, 11.052], [-16.297, -0.544, 13.275], [-14.027, -1.809, 13.518], [-12.025, -0.741, 13.054], [-11.943, 1.872, 13.083], [-13.955, 3.063, 12.846], [-11.682, -1.479, 20.575], [-10.964, -1.381, 18.534], [-10.412, -3.511, 18.312], [-8.939, -0.815, 19.089], [-11.584, -2.494, 21.103], [-12.812, -1.415, 20.629], [-11.213, -0.693, 21.179], [-10.201, -4.066, 19.230], [-9.458, -3.627, 17.835], [-11.276, -3.890, 17.722], [-8.568, -1.546, 19.811], [-8.868, 0.265, 19.480], [-8.291, -0.841, 18.215], [-15.615, 3.700, 18.471], [-15.785, 4.991, 19.126], [-14.682, 5.863, 18.680], [-14.677, 6.025, 17.227], [-14.505, 4.725, 16.669], [-15.658, 3.831, 17.008], [-16.939, 4.437, 16.702], [-17.083, 5.736, 17.260], [-17.045, 5.677, 18.687], [-15.987, 6.587, 16.780], [-16.508, 3.104, 18.733], [-14.808, 3.096, 18.835], [-13.668, 5.520, 18.957], [-14.803, 6.866, 19.122], [-13.628, 4.204, 17.146], [-14.373, 4.848, 15.570], [-17.735, 3.759, 16.954], [-17.015, 4.522, 15.578], [-17.960, 5.199, 19.178], [-17.102, 6.632, 19.270], [-16.089, 7.682, 17.131], [-16.100, 6.540, 15.716], [-18.572, -1.055, 17.393], [-18.492, 0.064, 16.509], [-17.334, 0.858, 16.810], [-19.619, 0.726, 16.072], [-19.689, 2.006, 16.178], [-20.630, 0.014, 15.511], [-20.320, -1.103, 14.706], [-21.866, 0.684, 15.214], [-18.504, -0.822, 18.430], [-17.787, -1.752, 17.165], [-19.475, -1.679, 17.219], [-16.535, 0.200, 16.977], [-17.458, 1.347, 17.797], [-17.134, 1.630, 16.090], [-20.468, 2.488, 15.728], [-19.270, -1.442, 14.892], [-20.442, -0.876, 13.649], [-21.026, -1.887, 14.986], [-21.684, 1.306, 14.306], [-22.293, 1.232, 16.025], [-22.655, -0.066, 14.931]], "total_charge": -1}



# 4
{"formula": "C36H56BaN6SbSi4", "method": "ωB97M-V/def2-TZVPD", "elements": ["Ba", "C", "C", "C", "C", "C", "C", "N", "Sb", "C", "C", "C", "C", "C", "C", "N", "C", "C", "C", "C", "C", "C", "N", "H", "H", "H", "H", "H", "H", "H", "H", "H", "H", "H", "H", "H", "H", "H", "H", "H", "H", "N", "C", "C", "N", "C", "H", "H", "H", "H", "N", "C", "C", "C", "C", "C", "C", "H", "H", "H", "H", "H", "H", "H", "C", "Si", "C", "C", "Si", "Si", "C", "C", "C", "Si", "C", "C", "C", "H", "H", "H", "H", "H", "H", "H", "H", "H", "H", "H", "H", "H", "H", "H", "H", "H", "H", "H", "H", "H", "H", "H", "H", "H", "H", "H"], "xyz": [[-0.633, 0.529, 0.288], [-4.230, -0.122, 2.297], [-3.668, 1.193, 2.746], [-4.271, 1.903, 3.781], [-3.716, 3.100, 4.189], [-2.575, 3.561, 3.544], [-2.036, 2.797, 2.522], [-2.565, 1.634, 2.131], [-0.287, 3.549, 1.468], [1.107, 2.043, 2.311], [2.038, 2.751, 3.056], [2.900, 2.043, 3.888], [2.825, 0.667, 3.909], [1.908, 0.023, 3.081], [1.896, -1.470, 2.987], [1.050, 0.712, 2.323], [-1.259, 3.394, -0.511], [-1.147, 4.616, -1.157], [-1.913, 4.842, -2.294], [-2.743, 3.838, -2.746], [-2.771, 2.624, -2.067], [-3.596, 1.478, -2.577], [-2.049, 2.415, -0.962], [-5.283, -0.026, 2.029], [-4.147, -0.873, 3.084], [-3.672, -0.471, 1.431], [-5.162, 1.507, 4.249], [-4.162, 3.672, 4.992], [-2.120, 4.500, 3.831], [2.104, 3.829, 3.000], [3.628, 2.568, 4.492], [3.485, 0.078, 4.531], [2.908, -1.845, 2.838], [1.278, -1.801, 2.152], [1.499, -1.907, 3.905], [-0.470, 5.379, -0.795], [-1.844, 5.784, -2.821], [-3.346, 3.968, -3.634], [-3.597, 1.454, -3.666], [-4.631, 1.578, -2.244], [-3.208, 0.530, -2.204], [-3.837, -3.188, -1.427], [-2.631, -3.431, -2.037], [-1.754, -2.565, -1.463], [-2.400, -1.804, -0.507], [-3.654, -2.207, -0.521], [-4.705, -3.660, -1.613], [-2.509, -4.170, -2.808], [-0.706, -2.425, -1.675], [-4.451, -1.853, 0.109], [-2.024, -3.099, 2.479], [-1.479, -2.550, 3.637], [-1.402, -1.169, 3.817], [-0.935, -0.630, 5.007], [-0.527, -1.454, 6.045], [-0.594, -2.831, 5.868], [-1.063, -3.375, 4.685], [-1.770, -4.058, 2.299], [-1.997, -2.539, 1.640], [-1.702, -0.483, 3.033], [-0.891, 0.448, 5.114], [-0.167, -1.035, 6.974], [-0.280, -3.494, 6.665], [-1.119, -4.451, 4.568], [2.194, 2.622, -1.050], [3.112, 0.991, -1.483], [4.277, 1.461, -2.890], [4.199, 0.605, 0.017], [1.520, -0.665, -1.880], [0.815, -0.018, -4.016], [2.008, -0.330, -5.440], [-0.800, -0.890, -4.479], [0.393, 1.833, -4.023], [2.735, -2.650, -2.084], [4.208, -2.593, -3.255], [3.397, -3.171, -0.390], [1.602, -4.039, -2.689], [2.394, 2.923, -0.016], [1.111, 2.567, -1.216], [2.541, 3.435, -1.692], [5.007, 2.204, -2.557], [3.725, 1.887, -3.730], [4.824, 0.593, -3.262], [4.772, 1.489, 0.313], [4.910, -0.194, -0.205], [3.603, 0.280, 0.875], [2.125, -1.402, -5.617], [2.999, 0.082, -5.243], [1.629, 0.118, -6.363], [-0.671, -1.974, -4.526], [-1.147, -0.554, -5.461], [-1.591, -0.686, -3.751], [1.272, 2.456, -3.845], [-0.349, 2.081, -3.257], [-0.025, 2.120, -4.992], [4.928, -1.830, -2.950], [3.902, -2.368, -4.278], [4.727, -3.555, -3.261], [4.300, -2.614, -0.131], [3.652, -4.234, -0.391], [2.662, -3.001, 0.399], [1.154, -3.794, -3.656], [0.794, -4.241, -1.981], [2.168, -4.967, -2.812]], "total_charge": 1}



| no. | E_HOMO (eV) | E (eV) |
| --- | --- | --- |
| 1 | -10.6268 | -93491.12477 |
| 2 | -10.2865 | -93484.71032 |
| 3 | -4.5395 | -105983.38420 |
| 4 | -8.4548 | -85921.96166 |